{
  "formula": "C21H36P2Ti",
  "method": "wB97M-V/def2-TZVPD",
  "lumo_ev": [-0.3557, 0.0019],
  "s2": 2.10,
  "e_homo_ev": [-3.31, -3.38],
  "orbital_gap_ha": [0.109, 0.124],
  "spin_multiplicity": 3,
  "species": ["Ti", "P", "P", "C", "C", "C", "C", "C", "C", "C", "C", "C", "C", "C", "C", "C", "C", "C", "C", "C", "C", "C", "C", "C", "H", "H", "H", "H", "H", "H", "H", "H", "H", "H", "H", "H", "H", "H", "H", "H", "H", "H", "H", "H", "H", "H", "H", "H", "H", "H", "H", "H", "H", "H", "H", "H", "H", "H", "H", "H"],
  "xyz": [[-0.3747, 0.7858, -1.4840], [-2.2501, 0.7816, 0.8346], [1.5246, -1.5284, 1.0090], [-0.7051, -3.6724, 3.3563], [-0.1098, 1.9575, -3.9214], [0.1737, -2.5769, 1.3504], [-2.9395, 0.4500, -0.8569], [-0.2319, 0.9514, 1.1475], [-0.3372, -3.6209, 0.5577], [1.7125, 0.9469, -2.4232], [-2.6354, -0.9161, 1.3272], [-0.7947, -4.8602, 2.6067], [-0.6817, -4.8262, 1.2071], [2.4607, -0.9718, 2.4227], [-3.0687, 1.9745, 1.9276], [0.8695, 0.1459, 0.4570], [-0.2557, -2.5060, 2.6927], [-0.4153, 2.7104, -1.4199], [-0.9350, 2.1871, -2.6898], [2.3311, 1.5895, -1.3670], [2.6090, -2.5186, -0.0693], [0.7883, 3.6409, -1.4270], [2.1249, 2.9874, -0.9607], [1.4187, 1.6869, -3.7407], [-3.9841, 0.0490, -0.8115], [-0.9341, -3.6465, 4.4269], [-0.8856, -5.7542, 0.6572], [-0.2025, 2.8768, -4.5274], [-0.0240, 2.0377, 1.0424], [2.4827, -1.6997, 3.2427], [-2.4368, 2.4156, 2.7188], [-2.4280, -0.3288, -1.4270], [-3.4564, 2.8433, 1.3847], [3.6591, -2.1948, 0.0049], [3.1137, 1.1020, -0.7647], [1.9349, -0.1345, -2.5585], [0.5352, 4.4912, -0.7786], [-0.5042, 1.1301, -4.5312], [2.6011, -3.5974, 0.1835], [2.0037, -0.0422, 2.7873], [-1.2247, 3.0283, -0.7322], [-2.3038, -1.2713, 2.3293], [-3.7021, -1.1609, 1.1076], [-0.3985, -3.5109, -0.5169], [1.8587, 0.6571, 0.4678], [-0.2212, -1.5280, 3.2032], [-2.0019, 1.9543, -2.8101], [-1.0267, -5.7828, 3.1291], [2.9626, 3.6196, -1.3134], [-2.0520, -1.5537, 0.6175], [0.9933, 4.0989, -2.4046], [0.7581, -0.1795, -0.6186], [-3.9511, 1.6210, 2.4944], [1.8168, 1.0440, -4.5684], [2.1777, 3.0714, 0.1416], [1.9924, 2.6507, -3.8425], [3.4939, -0.7397, 2.1214], [2.3017, -2.4339, -1.1227], [-3.0971, 1.2971, -1.5028], [-0.1289, 0.7724, 2.2337]],
  "forces_ev_per_angstrom": [[0.1123, -2.4246, 1.3843], [1.1131, -0.1608, -1.8876], [-1.0629, -0.4491, 0.1924], [0.3565, 1.2078, -0.8953], [0.6647, 1.2003, -1.3910], [0.3107, 0.2820, 1.1984], [-3.3464, 0.2586, -0.2336], [1.6576, -0.1963, 2.0541], [0.4111, -1.3591, 0.1295], [1.0086, -0.8675, -1.2230], [0.3761, -1.2395, 0.2700], [0.0173, 0.0845, 0.0390], [-0.4688, 0.6283, 0.2214], [0.3479, -0.2447, 0.9511], [-1.2581, 0.6514, 0.6985], [1.7760, -0.1320, -0.8410], [-0.4894, -1.0117, 1.5202], [-0.6132, 2.3129, -0.2844], [-0.9097, -0.1093, -0.6933], [-0.1688, -0.4417, 0.2902], [0.4418, 0.2374, -0.4571], [0.5558, 0.3483, 0.1137], [-0.4088, 1.3747, 0.2002], [-0.1575, 0.1205, -0.1616], [0.3380, -0.1682, 0.0526], [-0.0117, -0.0156, -0.4752], [-0.0496, 0.6104, 0.0060], [0.1286, -0.3659, -0.5296], [-0.1597, -0.6875, -0.1750], [0.0456, 0.1246, -0.2251], [0.3617, -0.5317, -0.5983], [0.4785, -0.1495, 0.3807], [0.2666, -0.2277, -0.3291], [-0.3995, 0.1596, -0.0288], [-0.3186, -0.1774, -0.3584], [0.4091, 0.8731, -0.0743], [0.3992, -0.0637, -0.0106], [-0.2213, 0.2030, 0.1975], [-0.4233, 0.6669, 0.1297], [0.0725, -0.1621, -0.0608], [0.2801, 0.2256, -0.3102], [-0.5322, 0.5077, -0.5677], [0.6659, 0.3879, 0.5188], [0.4881, -0.2630, -0.2329], [-1.1639, 0.1036, 0.1792], [0.3041, -0.7164, 0.0912], [0.1715, 0.8457, -0.3125], [0.0304, 0.0130, -0.2065], [-0.1284, -0.0349, 0.0973], [-0.4140, 0.4833, 0.4436], [-0.4198, -0.2239, 0.0232], [0.6691, -0.9542, 0.5523], [0.2112, -0.4023, -0.2667], [-0.5270, 0.4979, 0.4701], [0.0524, -0.2031, -0.0957], [-0.4827, -0.9223, 0.4541], [-0.3452, -0.1162, -0.0584], [-0.0838, 0.1056, 0.0773], [0.3325, 0.6223, 0.0751], [-0.2901, -0.1148, -0.0277]],
  "nbo_charge": [0.892, 1.258, 1.515, -0.218, -0.428, -0.524, -0.999, -0.761, -0.205, -0.505, -1.005, -0.270, -0.216, -0.978, -0.977, -0.759, -0.227, -0.631, -0.671, -0.214, -0.954, -0.417, -0.440, -0.403, 0.236, 0.217, 0.219, 0.201, 0.267, 0.265, 0.263, 0.240, 0.264, 0.251, 0.173, 0.214, 0.209, 0.197, 0.273, 0.249, 0.187, 0.252, 0.242, 0.211, 0.281, 0.208, 0.179, 0.212, 0.209, 0.262, 0.201, 0.129, 0.231, 0.212, 0.185, 0.204, 0.259, 0.259, 0.252, 0.225]
}



{
  "formula": "C27H35EuN2O5",
  "method": "wB97M-V/def2-TZVPD",
  "lumo_ev": [-6.4823, -5.0248],
  "s2": 12.07,
  "e_homo_ev": [-13.35, -13.36],
  "orbital_gap_ha": [0.252, 0.306],
  "charge": 2,
  "spin_multiplicity": 7,
  "species": ["Eu", "O", "O", "O", "O", "O", "N", "N", "C", "C", "C", "C", "C", "C", "C", "C", "C", "C", "C", "C", "C", "C", "C", "C", "C", "C", "C", "C", "C", "C", "C", "C", "C", "C", "C", "H", "H", "H", "H", "H", "H", "H", "H", "H", "H", "H", "H", "H", "H", "H", "H", "H", "H", "H", "H", "H", "H", "H", "H", "H", "H", "H", "H", "H", "H", "H", "H", "H", "H", "H"],
  "xyz": [[-0.3343, -0.0602, -0.2530], [-0.1930, 0.6986, -2.5716], [-2.5748, -0.2479, -1.7811], [-1.6392, -2.2414, -0.0268], [-1.6978, -0.4935, 2.0452], [-2.4218, 1.4886, 0.2512], [1.1006, -0.3781, 1.7942], [2.0817, -0.7141, -1.0697], [0.6941, 1.9719, 0.5278], [3.0475, -0.3498, -0.2081], [2.3428, -0.6205, 4.2902], [0.6485, 3.0962, -0.2686], [-3.6346, 1.3761, -0.4779], [0.9080, 0.9425, -3.4507], [-3.2173, -1.5303, -1.6917], [4.5985, -1.8019, -1.3338], [2.4784, -1.4095, -2.1616], [1.2349, -1.5698, 2.4048], [1.2303, -0.3847, -4.1266], [4.3105, -0.9126, -0.3294], [1.3584, -1.6145, -3.2195], [-1.9725, -1.8307, 2.3443], [1.1087, 4.3329, 0.2216], [-2.6866, 0.5161, 2.4472], [-2.2245, -2.5569, -1.2617], [-3.4223, 0.9371, -1.9194], [1.8844, -1.7214, 3.6150], [-2.4826, 1.7889, 1.6553], [1.3287, 2.0599, 1.7571], [1.5772, 0.7723, 2.4535], [1.8452, 3.2826, 2.2420], [2.2163, 0.6336, 3.6741], [1.7016, 4.3953, 1.4756], [-2.5020, -2.5861, 1.1025], [3.6867, -2.0359, -2.3361], [-2.6341, -3.6073, -1.2584], [-2.8523, 1.6706, -2.5880], [0.5003, -0.6034, -4.9327], [3.9131, -2.7198, -3.1169], [0.4356, -1.8689, -2.7024], [0.9973, 5.2733, -0.3640], [-0.9619, 0.3354, -3.0772], [-2.4393, -3.6636, 1.2749], [0.2035, 3.1183, -1.2411], [2.2306, -0.2182, -4.6159], [-2.4451, 0.7092, 3.4477], [-1.4227, -2.5039, -2.0124], [-2.7458, -1.9075, 3.1179], [1.7181, 1.2300, -2.7948], [-4.0074, -1.4485, -0.9654], [-4.1082, 2.3625, -0.5283], [-3.6263, -0.0186, 2.3632], [2.0041, 5.3482, 1.8027], [5.0033, -0.6520, 0.4432], [1.6154, -2.4067, -3.8982], [0.6915, 1.7648, -4.1539], [-4.3160, 0.6832, 0.0549], [2.0565, -2.7221, 4.0047], [2.6259, 1.4674, 4.2102], [5.5264, -2.3305, -1.3591], [-4.4252, 0.7409, -2.3804], [-1.4936, 2.2075, 1.9298], [-3.1824, 2.5716, 1.9068], [2.4517, 3.3200, 3.1485], [0.8496, -2.3728, 1.8226], [-3.4737, -2.3131, 0.8137], [-1.1245, -2.4043, 2.7163], [2.9184, -0.7877, 5.2034], [2.7553, 0.3284, 0.5499], [-3.6177, -1.8153, -2.6357]],
  "forces_ev_per_angstrom": [[0.2119, 0.4963, 0.4667], [-1.6425, 0.0062, -0.0064], [0.4450, -0.3468, -0.8106], [0.2588, 0.0503, 1.1970], [0.7141, 1.0371, -0.9458], [0.8907, -0.1180, -0.5388], [0.1405, 1.0978, 1.6021], [0.5058, 0.5053, -0.5529], [-0.4244, -0.7804, -0.7332], [0.3848, -1.3428, -1.3911], [0.6761, 0.4141, -0.6370], [0.1139, 1.8056, 0.6680], [-1.0335, 0.9823, 0.2199], [0.1840, -0.7330, -0.1665], [-0.4318, 0.6685, 0.5997], [0.4776, -0.2193, -0.0407], [-2.8726, -0.9635, -1.0432], [0.5612, 1.7973, -0.4715], [0.8799, 0.6328, -1.0953], [-0.3925, 0.8350, 0.9448], [1.1361, 0.9940, 0.6781], [-1.5150, -1.0889, -0.3453], [-0.3038, 0.0634, -0.6830], [0.4181, -1.3953, -0.8379], [0.3519, -0.9431, -1.0782], [0.6349, -0.1410, 0.2706], [-0.3026, -1.2413, 0.0349], [0.8768, -0.5735, -0.2194], [0.9245, -0.0782, 0.6718], [-1.0006, -1.4112, -0.3608], [0.3840, -1.6095, 0.3419], [-0.0055, -0.6131, 0.7289], [-0.6883, 0.4093, -0.9735], [1.9364, 0.1630, 0.3355], [0.0154, 0.8065, 1.1561], [0.2298, 1.0851, -0.1015], [-0.7616, -0.9151, 1.1911], [0.3420, 0.1655, 0.3316], [-0.1104, -0.2133, -0.7099], [-0.1970, -0.0249, -0.0746], [0.1436, -0.9233, 0.3886], [0.7987, 0.4539, 0.4821], [-0.1005, 0.0482, -0.0549], [-0.3193, -0.2643, -0.5609], [-0.9178, -0.3346, 0.1470], [-0.1619, 0.4633, 1.7048], [0.0271, -0.4051, 0.2052], [0.0937, 0.0038, 0.0083], [0.1901, 0.2547, 0.0627], [-0.6371, -0.0048, 0.2029], [-0.1759, -0.0387, 0.2695], [-0.5898, 0.5813, -0.0546], [0.5867, 0.9222, 0.5713], [0.5784, -0.0497, 0.1212], [0.0724, -0.6772, 0.0043], [0.0137, -0.4374, 0.2649], [0.1872, 0.1975, -0.3801], [-0.1793, 0.1782, -0.0070], [-0.0195, 0.4563, -0.0828], [0.5871, -0.0768, 0.1213], [0.9661, -0.1207, 0.2720], [-0.3504, -0.3156, -0.3977], [-0.6310, 0.0222, -0.0908], [-0.4166, 0.0533, -0.0928], [-0.0419, -0.8929, -0.1394], [-1.4892, 0.3735, -0.0217], [0.3371, 0.6437, 0.0491], [-0.3522, 0.4303, -0.1537], [0.2698, 0.3625, 0.4085], [-0.4814, -0.1669, -0.8689]],
  "lowdin_spin": [6.157, -0.007, -0.004, -0.007, -0.004, -0.005, -0.016, -0.008, -0.078, 0.000, 0.001, -0.009, 0.000, 0.000, 0.000, 0.000, 0.000, -0.001, 0.000, 0.000, 0.000, 0.000, -0.004, 0.000, 0.000, 0.000, 0.000, 0.000, -0.009, -0.001, -0.003, 0.000, 0.002, 0.000, 0.000, 0.000, 0.000, 0.000, 0.000, 0.000, -0.001, 0.000, 0.000, -0.001, 0.000, 0.000, 0.000, 0.000, 0.000, 0.000, 0.000, 0.000, 0.000, 0.000, 0.000, 0.000, 0.000, 0.000, 0.000, 0.000, 0.000, 0.000, 0.000, -0.001, 0.000, 0.000, 0.000, 0.000, 0.000, 0.000]
}